## A
Here is a 2-piece molecular cluster, C5H8S overall from the Open Molecules 2025 dataset. Energies are from the ωB97M-V functional and the def2-TZVPD basis.

The geometry in ORCA input format:
```
! RIJCOSX wB97M-V def2-TZVPD def2/J DEFGRID3
* xyz 0 1
C 1.097 0.953 0.499
C -0.200 0.993 0.609
C 0.434 -0.322 0.255
C -1.326 1.756 1.122
C 0.484 -1.561 -2.012
S 0.864 -1.676 1.259
H 2.006 1.583 0.298
H -0.931 2.651 1.376
H -1.694 1.209 2.008
H -2.201 1.865 0.526
H 0.866 -2.335 -1.390
H 1.132 -0.873 -2.516
H -0.545 -1.759 -2.484
H 0.013 -2.484 0.449
*
```

Output
E_HOMO (spin up / spin down): -7.883 / -7.166 eV
Kohn-Sham gap (spin up / spin down): 8.447 / 7.818 eV

natural (NBO) population analysis, charges in e, atoms 1 to 2: C -0.23; C 0.06

---

## B
Here is one molecule with the formula C5H8S from the Open Molecules 2025 dataset. Energies are from the ωB97M-V functional and the def2-TZVPD basis.

The geometry in ORCA input format:
```
! RIJCOSX wB97M-V def2-TZVPD def2/J DEFGRID3
* xyz 0 1
C -0.774 0.334 0.571
C 0.275 -0.874 0.528
C 1.172 -0.512 -0.819
C 1.031 1.001 -0.675
C 0.064 1.395 0.349
H -2.707 -1.065 -0.160
H -1.494 0.201 1.643
H 0.825 -0.747 1.488
H -0.269 -1.822 0.671
H 0.787 -1.154 -1.736
H 2.131 -1.115 -0.729
H 1.608 1.853 -0.983
H -0.366 2.350 0.441
S -2.282 0.156 -0.588
*
```

Output
E_HOMO: -8.725 eV
SMILES: S[C@@H]1C=CCC1
Kohn-Sham gap: 9.192 eV

natural (NBO) population analysis, charges in e, atoms 1 to 2: C -0.31; C -0.40

---

## C
Here is one molecule with the formula C5H8S from the Open Molecules 2025 dataset. Energies are from the ωB97M-V functional and the def2-TZVPD basis.

The geometry in ORCA input format:
```
! RIJCOSX wB97M-V def2-TZVPD def2/J DEFGRID3
* xyz 0 1
C 1.092 2.059 -0.205
C 0.351 0.798 0.074
C -0.231 0.035 -0.816
C -0.884 -1.250 -0.511
C -0.659 -1.785 0.855
H 2.156 1.865 -0.083
H 0.902 2.476 -1.208
H 0.883 2.759 0.621
H 0.357 0.424 1.128
H -0.259 0.351 -1.840
H 0.428 -1.791 1.046
H -1.196 -1.189 1.615
H -1.025 -2.850 0.935
S -1.915 -1.901 -1.612
*
```

Output
E_HOMO: -8.491 eV
SMILES: C/C=C/C(C)=S
Kohn-Sham gap: 8.116 eV

natural (NBO) population analysis, charges in e, atoms 1 to 2: C -0.65; C -0.10

---

On energetic grounds, C is preferred over the next structure by 2.379 eV.

---

## A
Here is one molecule with the formula C5H8S from the Open Molecules 2025 dataset. Energies are from the ωB97M-V functional and the def2-TZVPD basis.

The geometry in ORCA input format:
```
! RIJCOSX wB97M-V def2-TZVPD def2/J DEFGRID3
* xyz 0 1
C 1.766 0.716 -0.292
C 0.453 0.429 0.496
C 0.172 -1.114 0.538
C -0.737 -0.172 -0.323
C -2.187 -0.226 -0.076
H 1.732 0.170 -1.420
H 2.837 0.657 0.307
H 1.463 1.931 -0.542
H 0.217 1.135 1.367
H 0.657 -1.903 -0.078
H -0.064 -1.233 1.682
H -0.265 -0.024 -1.447
H -2.683 0.393 0.875
S -3.362 -0.759 -1.087
*
```

Output
E_HOMO: -8.540 eV
SMILES: C[C@@H]1C[C@H]1C=S
Kohn-Sham gap: 8.379 eV

natural (NBO) population analysis, charges in e, atoms 1 to 2: C -0.64; C -0.21

---

## B
Here is one molecule with the formula C5H8S from the Open Molecules 2025 dataset. Energies are from the ωB97M-V functional and the def2-TZVPD basis.

The geometry in ORCA input format:
```
! RIJCOSX wB97M-V def2-TZVPD def2/J DEFGRID3
* xyz 0 1
C 1.382 0.819 -0.029
C -0.016 1.605 0.135
C -0.970 0.584 -0.322
C -2.019 -0.434 -0.083
C -0.636 -0.671 0.431
H 1.932 1.122 -0.924
H 2.110 0.930 0.803
H -0.035 2.399 -0.524
H -0.241 2.008 1.187
H -0.720 0.512 -1.353
H -2.787 -0.203 0.638
H -2.402 -0.895 -0.959
H -0.619 -0.404 1.506
S 1.020 -1.055 -0.073
*
```

Output
E_HOMO: -8.355 eV
SMILES: C1C[C@@H]2C[C@H]2S1
Kohn-Sham gap: 9.447 eV

natural (NBO) population analysis, charges in e, atoms 1 to 2: C -0.50; C -0.39

---

## C
Here is C5H8S as an isolated structure from the Open Molecules 2025 dataset. Energies are from the ωB97M-V functional and the def2-TZVPD basis.

The geometry in ORCA input format:
```
! RIJCOSX wB97M-V def2-TZVPD def2/J DEFGRID3
* xyz 0 1
C -0.411 1.078 1.088
C -0.712 0.247 2.073
C 0.060 -0.227 -0.138
C 1.458 -0.186 -0.559
C -0.965 -0.417 -1.215
S -0.374 -1.313 1.340
H -0.013 2.085 0.801
H -0.783 0.429 3.115
H 1.883 -1.148 -1.022
H 2.136 0.001 0.218
H 1.455 0.764 -1.154
H -0.740 -1.282 -1.894
H -0.958 0.336 -1.944
H -2.035 -0.368 -0.711
*
```

Output
E_HOMO: -8.195 eV
Kohn-Sham gap: 9.113 eV

natural (NBO) population analysis, charges in e, atoms 1 to 2: C -0.22; C -0.36

---

## D
Here is a 2-piece molecular cluster, C5H8S overall from the Open Molecules 2025 dataset. Energies are from the ωB97M-V functional and the def2-TZVPD basis.

The geometry in ORCA input format:
```
! RIJCOSX wB97M-V def2-TZVPD def2/J DEFGRID3
* xyz 0 1
C -0.407 0.527 -0.092
C 0.660 -0.206 -0.109
C -1.010 0.544 3.348
C -1.394 -0.092 2.070
C 1.485 -0.354 -1.328
S -0.173 -1.089 2.785
H -1.001 1.356 -0.470
H 0.792 -0.991 0.646
H -0.311 1.308 3.190
H -1.686 0.445 4.179
H -2.380 -0.274 1.742
H 0.898 -1.209 -1.840
H 1.656 0.358 -2.010
H 2.425 -0.767 -1.039
*
```

Output
E_HOMO (spin up / spin down): -7.597 / -7.597 eV
Kohn-Sham gap (spin up / spin down): 8.300 / 8.299 eV

natural (NBO) population analysis, charges in e, atoms 1 to 2: C -0.14; C -0.27

---

On energetic grounds, C is preferred over the next structure by 0.143 eV.

---

## A
Here is a 2-piece molecular cluster, C4H9NO4 overall from the Open Molecules 2025 dataset. Energies are from the ωB97M-V functional and the def2-TZVPD basis.

The geometry in ORCA input format:
```
! RIJCOSX wB97M-V def2-TZVPD def2/J DEFGRID3
* xyz 0 1
C -1.513 -0.345 -1.048
C -0.788 0.992 -0.993
O 0.260 1.103 -1.840
O -2.821 -0.211 -1.577
O -1.141 1.913 -0.266
H 0.428 0.297 -2.366
H -3.257 0.488 -1.052
H -0.962 -1.065 -1.660
H -1.576 -0.757 -0.037
C 1.441 -0.318 1.101
N 1.765 0.989 0.943
C 0.588 -0.778 2.018
O 2.027 -1.151 0.191
H 1.993 -2.052 0.554
H 1.027 1.637 1.217
H 2.085 1.185 -0.003
H 0.331 -1.827 2.096
H 0.113 -0.100 2.720
*
```

Output
E_HOMO: -8.244 eV
SMILES: O=C(O)CO.C=C(N)O
Kohn-Sham gap: 8.629 eV

natural (NBO) population analysis, charges in e, atoms 1 to 2: C -0.18; C 0.77

---

## B
Here is a 2-piece molecular cluster, C4H9NO4 overall from the Open Molecules 2025 dataset. Energies are from the ωB97M-V functional and the def2-TZVPD basis.

The geometry in ORCA input format:
```
! RIJCOSX wB97M-V def2-TZVPD def2/J DEFGRID3
* xyz 0 1
O 0.360 -1.461 1.107
C -0.117 -0.578 1.828
N 1.020 1.291 1.363
C 0.672 2.072 0.177
C 0.909 1.333 -1.124
O -0.184 0.448 -1.398
C 0.057 -0.787 -1.791
O -0.847 -1.537 -2.078
H 0.138 -0.513 2.905
H 1.979 0.952 1.319
H -0.387 2.353 0.250
H 1.258 3.004 0.133
H 0.976 2.059 -1.945
H 1.844 0.757 -1.088
H 1.120 -1.090 -1.774
O -1.394 -0.159 1.660
H 0.930 1.863 2.199
H -1.657 -0.302 0.728
*
```

Output
E_HOMO: -9.799 eV
SMILES: NCCOC=O.O=CO
Kohn-Sham gap: 10.368 eV

natural (NBO) population analysis, charges in e, atoms 1 to 2: O -0.67; C 0.66

---

On energetic grounds, A is preferred over the next structure by 0.057 eV.